DFT (ωB97M-V/def2-TZVPD) results for a molecular structure, C29H35BeF5N4P2 at a distorted geometry.

Results
- ΔE to the lowest compared entry with this formula, charge and spin: 0.0 kcal per mole

Geometry as XYZ:
```
76
Properties=species:S:1:pos:R:3:forces:R:3:mulliken_charge:R:1
P -0.9256 2.9681 0.4511 1.0 -1.4 0.5 -0.347
P -1.7887 0.1091 2.3750 -2.1 -0.3 -2.0 0.896
F -0.7540 -0.7539 -2.3698 -0.6 0.7 -0.3 -0.258
F 0.3704 1.1362 -1.1381 -0.7 0.1 -0.6 -0.207
F -2.5680 0.3473 -2.9856 1.6 0.1 0.3 -0.242
F -0.4561 2.7636 -2.4129 0.0 -1.5 -0.1 -0.385
F -0.6305 0.7757 -3.9592 -0.6 -0.8 0.2 -0.280
N -1.1281 -0.6422 3.6977 0.5 -0.9 0.7 0.627
N 0.5720 3.8678 0.2010 0.9 0.5 0.4 0.781
N -2.5453 3.8967 -0.8545 -2.1 1.5 -2.0 0.260
N -3.2998 -0.7391 2.2115 0.0 -0.2 0.6 0.966
C -4.1943 4.5139 1.3111 -1.3 0.9 -0.5 -0.709
C -3.5660 2.9935 -1.4229 0.9 1.9 -1.2 1.054
C -6.2838 3.8098 -0.0309 -1.2 0.1 -0.2 -1.011
C -3.8567 -1.3182 1.0546 -0.1 -0.3 0.4 -0.872
C -4.6328 4.2481 2.7229 0.4 0.1 -0.1 -0.945
C -0.9448 -0.4748 0.9165 1.0 -0.3 -0.4 -1.670
C -5.1794 -1.8539 2.8182 0.9 0.7 0.3 -0.844
C -1.2114 0.4701 -2.7683 1.2 0.5 -1.1 0.830
C -5.3047 1.6226 0.7337 -0.9 -1.0 0.8 -0.009
C -4.9596 4.4337 0.2002 1.0 1.4 1.0 -0.183
C 2.1739 5.4059 -0.3016 -1.0 -0.5 0.1 -0.622
C 2.8074 4.3005 0.3495 -1.0 -0.5 0.2 -0.632
C -0.8219 1.5639 -1.7475 -1.1 0.0 -0.7 0.279
C 0.1204 -1.0359 5.5338 -0.4 -0.1 -0.7 -0.674
C -0.4088 -0.0426 4.7432 0.3 -0.9 0.3 -0.333
C -5.2010 1.8668 2.0504 -0.3 -0.9 0.0 0.521
C -5.5984 3.0658 2.8515 -0.6 0.0 0.6 -1.188
C -2.0790 1.8525 2.7976 0.3 1.0 0.2 0.527
C 0.8160 5.1177 -0.3926 0.8 -0.6 0.7 -0.200
C -3.1521 4.6440 -2.9227 -0.1 -0.3 -0.2 -1.052
C 1.8136 3.3686 0.6415 0.0 1.0 -0.4 -0.464
C -4.1350 -1.0797 3.2946 -0.3 -0.4 -0.5 -0.641
C -6.2441 2.2636 -0.2366 0.2 1.2 -0.4 -0.557
C -1.0167 -2.0564 3.8265 0.7 0.4 0.8 -0.502
C -3.8602 3.4532 -2.7396 0.5 0.0 1.0 -0.698
C -0.2659 -2.3086 4.9662 -0.5 0.6 -1.1 -0.594
C -2.3597 4.8771 -1.7828 -0.7 -1.2 0.4 -0.901
C -4.9966 -2.0074 1.4053 0.7 0.6 0.2 -0.548
C -1.3004 3.0641 2.1887 0.8 0.4 1.2 -1.196
Be -2.3130 2.0799 -0.8316 3.2 -1.6 0.4 0.915
H -4.2660 2.5687 -0.7395 0.3 0.0 0.0 -1.369
H -4.4939 2.8737 -3.4019 0.0 0.5 -0.1 0.500
H 0.7552 -0.9171 6.4033 -0.2 0.2 -0.2 0.434
H -5.8964 2.0736 -1.2641 -0.3 -0.1 0.3 0.265
H 0.0023 5.6798 -0.8109 0.1 0.0 0.0 0.131
H -3.1686 5.2465 -3.8169 0.1 0.1 0.0 0.482
H 3.8651 4.2088 0.5799 -0.3 -0.1 -0.1 0.429
H -1.9112 3.9672 2.3343 0.2 -0.3 0.6 0.564
H -1.9399 1.9189 3.8896 -0.1 -0.2 -0.2 1.074
H -3.3844 -1.1929 0.0853 -0.1 0.1 0.3 0.345
H -1.1635 0.0772 -0.0107 -0.2 -0.1 0.8 -0.082
H 0.0077 -3.2961 5.3325 -0.1 0.4 -0.1 0.438
H 1.8676 2.3910 1.1100 0.0 0.2 -0.2 0.310
H -4.5798 4.9816 -0.6636 0.0 -0.4 0.2 0.680
H -5.1071 5.1583 3.1465 0.2 -0.4 -0.2 0.514
H -5.5825 2.7779 3.9103 -0.3 0.0 -0.1 0.425
H -3.2243 5.0020 1.2140 -0.4 0.1 -0.1 1.009
H -6.6201 3.3788 2.6106 0.2 0.0 0.2 0.438
H -7.2695 1.8511 -0.1888 0.5 0.1 0.3 0.497
H -5.9873 -2.2511 3.4172 0.1 0.0 -0.1 0.456
H -1.7123 5.7206 -1.5557 -0.1 -0.4 -0.3 0.391
H -1.4424 -2.7267 3.0692 0.1 0.5 0.6 0.362
H 0.1374 -0.3968 1.0984 -0.2 0.0 -0.1 0.449
H -4.7960 0.7467 0.3378 -0.3 -0.1 0.3 -0.191
H -6.9804 4.0553 0.7822 0.1 -0.1 -0.3 0.396
H -4.8847 1.0291 2.6902 0.5 0.6 -0.7 0.153
H -6.6876 4.2655 -0.9519 -0.1 -0.2 0.4 0.439
H -3.7175 4.0935 3.3270 -0.5 -0.1 0.0 0.271
H -3.1418 2.0674 2.6184 0.3 -0.6 -0.1 -1.663
H -0.3208 1.0276 4.7967 0.0 0.0 0.1 0.388
H -0.3151 3.1809 2.6721 -0.4 0.2 0.3 0.594
H -3.8897 -0.7332 4.2981 -0.1 -0.2 -0.4 0.467
H -5.6469 -2.5420 0.7277 0.1 0.1 0.0 0.485
H 2.6502 6.3134 -0.6550 -0.1 -0.2 0.0 0.423
H -1.1963 -1.5411 0.7500 0.1 0.5 0.4 0.604
```
Forces are in eV/Å.



DFT (ωB97M-V/def2-TZVPD) results for a molecular structure, C29H35Cl3N4O2P2Pd at a distorted geometry.

Results
- ΔE to the lowest compared entry with this formula, charge and spin: 0.0 kcal per mole
- ⟨S²⟩: 2.01
- Spin multiplicity: 3

Geometry as XYZ:
```
76
Properties=species:S:1:pos:R:3:forces:R:3:mulliken_spin:R:1
Pd 3.2869 -0.1274 3.8378 1.6 -0.3 0.6 1.266
Cl 8.0279 0.9077 5.7378 0.1 -0.6 0.0 0.004
Cl 8.1410 -1.6845 4.3284 -0.1 0.3 0.3 0.001
Cl 7.0012 -1.5310 7.0173 0.2 0.3 -0.3 0.002
P -0.8738 1.6442 -2.5696 0.6 -0.2 -2.9 0.000
P -3.3638 0.6270 -0.8867 -3.3 -0.8 -0.6 0.000
O 5.0562 -1.4363 4.7734 0.3 1.1 -0.1 0.121
O 5.4341 0.7458 4.3828 0.8 -1.8 0.8 0.053
N -0.2193 2.8013 -3.7321 -0.2 1.2 0.0 0.000
N -0.0794 0.2327 -3.2821 0.1 -0.8 1.1 0.000
N -4.9464 1.4654 -0.7863 0.5 1.2 0.3 0.000
N -4.0447 -0.9378 -0.4807 0.7 -1.1 0.2 0.000
C -5.1355 -1.6259 -1.0257 0.5 -0.7 0.7 0.000
C 1.1190 -0.1856 1.8460 0.2 0.2 0.3 0.116
C 5.7814 -0.3953 4.8190 -0.6 0.1 -0.2 -0.022
C 2.4215 -2.9962 2.3597 0.3 -0.4 -0.5 0.022
C 0.0255 2.6884 -5.1067 0.2 0.9 0.3 0.000
C -7.0239 2.3176 -1.1444 1.2 -0.6 0.1 0.000
C -2.5076 1.4267 -3.4448 -0.1 0.1 0.1 0.000
C -3.3575 -1.8280 0.3626 -1.1 -0.4 -0.5 -0.001
C -5.1380 2.5177 0.1205 -1.2 -0.1 -0.7 0.000
C 1.2942 -0.8497 3.1917 -0.1 -1.7 0.2 -0.228
C -5.1745 -2.9066 -0.4874 0.6 1.2 -0.1 0.000
C -3.4147 0.4106 -2.7405 0.3 -0.3 -0.3 0.000
C 1.9332 -2.0693 3.4170 -1.5 0.7 0.1 0.273
C -6.0998 1.3635 -1.5619 -0.4 0.8 0.5 0.000
C 4.4103 -1.4653 2.0115 -0.4 2.1 -1.3 0.039
C 2.3406 -0.3184 0.9194 -0.3 0.3 -0.5 0.003
C 0.5318 -1.6125 -4.4525 -0.4 1.0 0.6 0.000
C 0.3642 3.9384 -5.6120 -0.4 -0.6 1.0 0.000
C -0.1140 4.1638 -3.3973 0.4 -0.5 -1.1 0.000
C 0.2713 4.8749 -4.5241 -0.3 -0.7 0.4 0.000
C 1.1835 -1.6530 -3.1770 -0.4 0.9 0.3 0.000
C 0.7837 -0.5230 -2.4748 -0.1 -0.5 -1.1 0.000
C -0.2462 -0.4608 -4.4801 0.5 -0.6 0.4 0.000
C -6.4117 3.0525 -0.0744 0.9 -0.6 -0.1 0.000
C 7.2375 -0.6598 5.4828 -1.3 0.6 -0.6 0.007
C 2.5486 -0.0653 5.7640 -0.2 0.9 1.3 0.423
C 3.6798 -0.3423 1.6278 1.9 -0.8 -1.3 -0.006
C -4.0423 -3.0337 0.3873 0.2 0.8 -0.2 0.000
C 3.9411 -2.8570 2.0756 -0.3 -1.1 0.6 0.015
H 1.9308 -2.4442 4.4456 0.0 0.1 -0.4 -0.011
H -6.1875 0.6407 -2.3583 -0.1 0.2 0.2 0.000
H -3.7730 -3.9096 0.9660 0.0 0.2 -0.1 0.000
H 0.6411 4.1564 -6.6362 -0.1 -0.1 0.2 0.000
H -0.3300 4.4802 -2.3897 0.1 0.1 0.0 0.000
H -8.0141 2.4603 -1.5611 0.2 0.0 0.1 0.000
H -0.0548 1.7361 -5.6078 0.2 0.2 0.1 0.000
H -2.9828 2.4268 -3.4448 0.2 -0.3 0.0 0.000
H 3.4167 -0.3193 6.3977 -0.5 0.1 -0.2 -0.026
H 2.1558 0.9398 6.0438 0.2 -0.7 -0.2 0.007
H 0.6188 -2.3342 -5.2507 0.0 0.1 0.1 0.000
H 0.9654 0.8862 2.0519 -0.1 -0.3 -0.1 0.018
H 5.4885 -1.3292 2.1304 -0.4 0.1 0.3 -0.003
H 1.8619 -2.8259 1.4271 0.1 -0.2 0.4 0.008
H -4.3498 2.7834 0.8088 -0.1 0.0 0.0 0.000
H -3.0835 -0.6292 -2.9548 -0.1 0.6 0.2 0.000
H 1.8626 -2.4145 -2.8123 -0.1 0.1 -0.1 0.000
H -2.4527 -1.5035 0.8512 -0.1 -0.1 0.1 0.001
H -0.8954 -0.0917 -5.2586 0.1 -0.1 0.1 0.000
H -2.3536 1.1263 -4.5003 0.0 0.4 0.6 0.000
H -5.9277 -3.6526 -0.6942 0.1 0.1 0.0 0.000
H 2.2459 -1.1841 0.2515 0.0 0.1 0.2 0.001
H 0.4607 5.9415 -4.5713 -0.1 -0.3 0.0 0.000
H -6.8514 3.8721 0.4827 0.1 -0.2 -0.1 0.000
H 1.7714 -0.8321 5.8275 0.1 0.2 0.2 -0.035
H 2.3464 0.5704 0.2525 0.0 -0.5 0.3 0.003
H 4.2148 -3.4053 1.1505 -0.2 0.4 0.3 0.000
H 0.2089 -0.5550 1.3628 0.0 0.0 0.0 0.003
H 0.6260 -0.5115 3.9841 0.4 0.2 -0.1 -0.050
H -4.4375 0.5294 -3.1494 0.6 -0.3 0.4 0.000
H -5.7848 -1.1599 -1.7477 0.0 -0.1 0.2 0.000
H 2.2203 -4.0365 2.6978 0.1 0.6 -0.3 0.004
H 4.4902 -3.3739 2.8834 -0.1 0.3 -0.3 0.009
H 4.3159 0.5287 1.3780 -0.4 -0.4 0.5 -0.017
H 1.0151 -0.1796 -1.4775 0.0 0.0 -0.1 -0.001
```
Forces are in eV/Å.



DFT (ωB97M-V/def2-TZVPD) results for a molecular structure, C29H35GaO5Se at a distorted geometry.

Results
- Net charge: -2
- Total energy: -158597.258 eV

Geometry as XYZ:
```
71
Properties=species:S:1:pos:R:3:forces:R:3:mulliken_charge:R:1
Se -0.2708 2.7698 3.1448 -0.2 1.3 0.9 -0.194
Ga -0.2888 0.6080 1.9220 -0.5 -0.2 -0.1 -1.312
O 2.6832 -1.2313 -4.0933 -1.0 0.4 -1.2 -0.556
O -0.3964 -2.7701 -5.3806 -0.1 0.4 -0.3 -0.217
O -0.4881 0.7852 -0.5483 0.1 0.2 -2.8 0.182
O -1.0498 -0.8464 -6.3236 0.4 -0.6 1.0 -0.584
O 1.8093 -0.9370 -6.1571 0.5 0.1 0.3 -0.199
C -0.1141 2.0779 7.8413 0.0 -0.1 -0.2 -0.451
C -1.1249 -0.5614 -2.4045 0.1 -0.2 -0.4 0.117
C 2.1433 0.4637 3.1216 0.2 -0.9 -0.4 -1.431
C 0.3292 -0.7327 -4.3138 -0.2 -0.6 -0.6 4.112
C 1.7318 -0.9767 -4.8163 1.3 -0.3 1.8 -0.574
C -1.6050 -2.4633 3.0825 -0.5 0.2 0.1 -0.839
C -0.0768 0.7601 -4.2259 0.1 -0.3 -0.3 -1.666
C -2.1733 -1.5218 2.2092 -0.3 0.2 0.8 -0.923
C -0.9391 0.8646 -2.9657 -0.3 -0.1 0.5 -0.280
C -1.4169 -1.8533 4.3558 -0.3 -0.1 -0.5 -0.428
C 1.0664 2.0562 7.0868 -0.4 0.0 -0.1 -0.490
C -1.2577 -0.3889 -0.9047 -0.2 0.4 0.1 -0.636
C -0.3941 1.6890 -1.7530 -0.4 -0.7 0.2 3.142
C 0.0870 -1.3391 -2.9208 0.3 0.1 -0.1 -1.789
C -2.2967 -0.2687 2.9310 -0.3 -1.2 0.8 -0.644
C -0.1944 2.4469 5.0235 -0.1 0.4 0.8 0.118
C 1.0258 2.2470 5.7039 -0.2 0.0 0.1 -0.347
C 1.9587 -0.5000 4.1307 0.3 -0.2 -0.6 -0.377
C -0.4652 -1.4290 -5.4230 -1.2 1.1 -0.7 -0.485
C 1.8166 -0.1518 1.8344 1.0 -0.8 1.4 0.219
C -0.9827 -3.3364 -6.5586 0.0 -0.3 0.0 -0.992
C -1.3275 2.8763 -1.5781 0.0 0.3 0.4 -2.038
C -1.3396 2.2660 7.1862 0.3 0.0 -0.2 -0.172
C -1.3803 2.4373 5.8012 0.4 0.0 0.1 -0.587
C 1.5923 -1.7350 3.5181 0.3 0.3 -0.4 -0.466
C 1.5189 -1.5565 2.1290 0.8 0.8 0.2 -0.950
C 1.0574 2.1459 -1.8790 0.0 0.0 0.2 -2.428
C -1.8556 -0.5280 4.2824 -0.3 0.0 -0.7 -0.348
C 3.1085 -1.2725 -6.6294 0.3 -0.1 -0.3 -0.981
H -1.8504 0.1846 5.0987 0.0 -0.2 -0.2 0.205
H -0.9189 -1.2578 -0.3153 -0.1 0.5 -0.2 0.270
H -1.9329 1.2528 -3.2377 0.3 0.1 0.1 0.374
H 1.3454 2.7089 -0.9800 -0.1 -0.3 -0.2 0.458
H 2.0253 1.8800 7.5788 -0.2 0.1 -0.1 0.342
H 2.5005 1.4802 3.2625 -0.3 -0.2 -0.2 0.521
H 2.0961 -0.3590 5.2019 -0.1 0.1 -0.3 0.281
H -0.9986 -2.3296 5.2339 0.1 0.0 -0.1 0.472
H 2.1475 0.2399 0.8691 -0.3 -0.1 0.3 0.877
H 1.1690 2.8267 -2.7386 0.0 -0.2 0.2 0.471
H -2.9090 0.5764 2.6227 0.3 -0.1 0.0 0.710
H -0.6627 0.9966 -5.1149 0.2 0.1 0.1 0.273
H -2.0443 -3.0796 -6.6256 0.2 -0.1 0.1 0.312
H 3.2919 -2.3395 -6.4586 0.1 0.2 -0.1 0.327
H -2.2686 2.2664 7.7609 0.2 0.0 -0.2 0.307
H 1.9528 2.2297 5.1339 -0.3 0.0 0.1 0.288
H -2.3218 -0.1965 -0.6722 0.3 -0.2 0.1 0.275
H -2.5092 -1.6924 1.1874 0.2 0.0 0.3 0.675
H -1.2468 3.5457 -2.4476 0.0 -0.1 0.0 0.476
H 0.8123 1.3937 -4.2286 -0.1 0.0 0.1 0.339
H -1.3419 -3.4869 2.8256 0.0 0.1 0.0 0.367
H 3.8812 -0.6939 -6.1132 -0.2 -0.1 -0.1 0.318
H 3.0965 -1.0482 -7.6928 0.1 0.0 0.0 0.274
H 0.9831 -1.1565 -2.3141 -0.2 0.0 0.0 0.288
H -2.0274 -1.0345 -2.8262 0.1 0.2 0.1 0.458
H 1.7458 1.2961 -2.0001 -0.2 0.2 0.1 0.238
H -2.3362 2.5379 5.2869 0.2 0.1 0.1 0.251
H -0.0641 -2.4225 -2.9868 0.0 0.2 0.2 0.630
H 1.2933 -2.3103 1.3783 -0.1 0.1 0.2 0.365
H -0.8341 -4.4076 -6.4575 -0.1 0.0 -0.1 0.281
H -0.4761 -2.9379 -7.4425 -0.1 -0.2 0.1 0.310
H -2.3729 2.5484 -1.5030 0.3 0.1 0.1 0.452
H 1.4342 -2.6706 4.0523 -0.2 0.3 -0.2 0.499
H -1.0659 3.4509 -0.6864 -0.1 -0.1 0.0 0.200
H -0.0835 1.9141 8.9198 0.0 0.1 -0.2 0.311
```
Forces are in eV/Å.



DFT (ωB97M-V/def2-TZVPD) results for a molecular structure, C29H35MoO5Te at a distorted geometry.

Results
- ΔE to the lowest compared entry with this formula, charge and spin: 26.8 kcal per mole
- Net charge: -1
- ⟨S²⟩: 2.02
- Spin multiplicity: 3

Geometry as XYZ:
```
71
Properties=species:S:1:pos:R:3:forces:R:3:mulliken_spin:R:1
Te -1.0945 2.3623 0.9378 -0.7 1.2 0.1 -0.075
Mo -0.0196 -0.0464 0.7913 -0.4 -0.2 -1.3 1.802
O 2.1420 -0.9628 -6.0635 -0.9 1.0 -1.0 0.000
O 1.6608 0.3264 -7.8554 0.3 0.0 0.3 0.000
O -1.6274 0.5730 -8.1170 -0.1 -0.6 -0.5 0.000
O -0.6050 -1.3635 -8.5304 -0.5 -0.3 0.1 0.000
O -0.8012 1.0531 -2.6143 1.2 -2.0 1.0 -0.018
C -0.7096 1.7059 5.7766 -0.1 0.1 -0.1 0.024
C -2.1719 -0.7989 0.5230 0.1 -1.3 -0.1 -0.088
C -1.4598 1.0602 -4.8503 0.2 -0.9 0.6 0.002
C -0.4280 -2.3200 0.4355 -0.8 0.2 0.0 0.008
C 2.1371 -0.9822 0.7407 0.7 1.3 -0.2 -0.113
C 2.2547 -0.5522 -0.6234 0.8 -0.1 0.6 0.257
C 2.1620 0.8668 -0.6576 -0.6 -0.5 1.3 -0.029
C -0.3308 1.2601 -5.8216 0.4 -0.6 -0.4 -0.002
C -1.1689 -0.3879 -4.2813 -0.7 1.1 -0.2 0.003
C -1.6689 -0.9613 1.8742 -0.4 -0.8 -1.1 0.040
C -0.1118 -0.1647 -3.2668 -1.0 1.5 1.2 -0.001
C -2.0871 1.9409 3.7896 0.9 0.0 0.6 0.071
C 0.0562 -2.5995 -8.1170 -0.1 0.7 0.0 0.000
C -0.5588 -1.8872 1.8207 -0.9 0.4 -0.9 -0.068
C -0.8788 -0.2897 -7.7522 0.6 0.3 0.7 0.000
C -0.1174 -0.1726 -6.4096 -0.2 -0.1 -1.4 0.002
C -0.6692 -1.2217 -5.4139 -0.5 0.1 -0.1 0.000
C 0.4348 2.0539 5.0393 -0.2 0.1 0.1 -0.029
C -1.9704 1.6695 5.1545 0.2 0.1 0.2 -0.023
C -0.4775 3.1700 -3.5232 0.0 0.0 -0.2 0.001
C -2.9085 2.3755 -3.2148 1.0 -0.7 0.3 0.002
C 1.9721 1.3382 0.6817 1.4 -1.2 0.3 -0.039
C 0.3274 2.3463 3.6772 -0.7 -0.2 0.6 0.030
C 1.9970 0.1957 1.5903 1.3 0.2 -1.6 0.135
C -0.9257 2.2407 3.0567 -0.3 0.3 -0.4 -0.017
C -1.4147 -1.6492 -0.3594 0.0 0.1 2.5 0.058
C 1.3398 -0.3206 -6.7334 0.9 -1.4 1.2 -0.001
C -1.3861 1.9237 -3.5645 -1.7 0.8 -0.8 0.002
C 3.0493 0.2479 -8.1709 0.4 0.3 -0.5 0.000
H -3.5941 1.5298 -3.3979 0.3 0.2 0.3 0.000
H -3.3224 3.2326 -3.8013 0.9 -0.6 0.1 0.000
H -2.9318 2.6704 -2.1585 -0.1 -0.2 -0.1 -0.001
H 2.4935 -1.1822 -1.4733 -0.2 0.0 0.1 0.013
H 0.9294 -0.0084 -3.6498 -0.9 0.6 0.2 -0.004
H 0.5914 1.5550 -5.2979 -0.3 0.0 -0.1 0.000
H -2.4355 1.0365 -5.3731 0.4 0.4 0.3 0.000
H -0.6223 1.4894 6.8463 0.0 0.1 -0.4 0.002
H -2.0766 -0.7101 -3.7439 0.4 -0.4 -0.4 0.000
H -3.0471 1.9176 3.2865 0.1 -0.1 0.0 0.009
H 0.2334 -3.0959 0.0742 0.1 0.2 0.0 0.016
H 2.0113 2.3763 0.9946 -0.4 -0.3 -0.2 -0.002
H 1.9558 0.2105 2.6578 0.2 0.1 0.4 -0.005
H -0.2314 3.6172 -4.4945 -0.2 -0.1 0.1 0.000
H -2.0699 -0.5057 2.7548 -0.1 0.2 0.2 0.031
H 1.1110 -2.5455 -8.4390 -0.4 -0.1 0.2 0.000
H -0.0192 -2.8089 -7.0342 0.1 0.2 -0.7 0.000
H 1.1914 2.6483 3.0956 -0.1 -0.1 0.1 0.009
H 3.6583 0.7386 -7.4046 -0.2 -0.1 -0.1 0.000
H -0.0045 -2.2634 2.6465 0.2 -0.2 0.5 0.015
H -0.4784 -3.3642 -8.6875 0.3 0.0 0.2 0.000
H 3.3720 -0.7932 -8.2709 -0.1 0.2 0.0 0.000
H 2.3228 -1.9854 1.1106 -0.3 0.2 -0.1 -0.031
H 3.1406 0.7713 -9.1274 0.1 -0.1 0.2 0.000
H 1.4098 2.1221 5.5371 -0.4 -0.1 -0.2 0.000
H -0.5443 1.9774 -6.6170 0.1 -0.1 0.1 0.000
H -2.8671 1.4490 5.7458 0.4 0.0 -0.2 -0.001
H -1.5372 -1.7696 -5.7991 0.4 -0.1 -0.4 0.000
H 0.1132 -1.9068 -5.0779 -0.1 -0.1 -0.2 0.002
H 0.4254 2.7835 -3.0531 0.3 0.4 -0.1 0.001
H -0.8877 3.9521 -2.8631 0.1 -0.4 -0.2 0.000
H -0.0101 -1.0548 -2.5991 -0.3 1.3 0.2 0.002
H -3.0452 -0.2386 0.2221 0.2 0.2 0.1 0.005
H 2.3105 1.4774 -1.5350 -0.3 0.1 0.0 -0.006
H -1.6184 -1.8209 -1.3855 -0.1 0.1 -0.7 0.011
```
Forces are in eV/Å.